Entry 1:
The following is a quantum chemistry calculation of the molecule C8H15N5 in a non-equilibrium geometry, from the Open Molecules 2025 dataset.

The geometry in XYZ format:
```
28
Properties=species:S:1:pos:R:3
C 2.00739 -2.72558 1.99966
C 1.07520 -2.63817 1.01370
C 1.59992 -0.65464 1.80257
C -1.25648 0.55188 -2.00236
C -3.27612 1.09571 -0.59353
C 2.16603 1.05352 -0.77686
C -1.04934 0.01191 0.38278
C -1.66441 0.99453 -0.59580
N 2.28616 -1.49498 2.50443
N 0.85348 -1.29747 0.90158
N 1.61362 0.69529 1.53103
N 1.03291 0.74779 0.13843
N 0.24817 -0.41835 -0.03621
H 2.40023 -3.49393 2.53069
H 0.69231 -3.37156 0.29663
H -1.85485 -0.39408 -2.14997
H -1.58610 1.32891 -2.84664
H -0.11620 0.44525 -2.14887
H -3.77175 0.16239 -0.65132
H -3.43802 1.58690 -1.59945
H -3.72059 1.72479 0.25234
H 1.83083 0.70281 -1.83645
H 2.28887 2.09212 -0.88433
H 3.15707 0.56157 -0.37816
H -0.94780 0.40744 1.36667
H -1.71143 -0.85290 0.46926
H -1.30582 1.95431 -0.33127
H 2.44671 1.22454 1.64145
```

Computed properties:
Relative energy (zero: lowest compared OMol25 entry of this formula, charge and spin) ... 458.0 kJ/mol
E_HOMO ... -7.91 eV
LUMO ... 0.878 eV
Charge ... 0

Results of the Mulliken charge analysis, in e, for atoms 1 through 5: atom 1 (C): -0.6332, atom 2 (C): -0.0728, atom 3 (C): 0.4126, atom 4 (C): -0.8743, atom 5 (C): -1.3719


Entry 2:
The following is a quantum chemistry calculation of a cluster of 2 separate species, C5H7NO in total in a non-equilibrium geometry, from the Open Molecules 2025 dataset.

The geometry in XYZ format:
```
14
Properties=species:S:1:pos:R:3
C -0.51538 -1.04815 0.17665
C -0.06029 0.11728 0.60116
C 0.39287 -1.63646 -2.92993
C 0.74902 1.10576 -0.16034
C -0.56441 0.46582 2.00672
N -0.03626 -1.34234 -1.83122
O 0.91707 -1.93218 -3.95073
H 0.51360 1.97528 0.31970
H 0.43699 1.11833 -1.18351
H -1.49190 1.13804 1.62718
H 0.12513 1.21462 2.60902
H -1.01793 -0.37449 2.60113
H 1.86587 1.04762 0.04689
H -1.31438 -1.84913 0.06726
```

Computed properties:
Relative energy (zero: lowest compared OMol25 entry of this formula, charge and spin) ... 426.4 kJ/mol
E_HOMO ... -8.92 eV
LUMO ... -0.268 eV
Charge ... 0

Results of the Mulliken charge analysis, in e, for atoms 1 through 5: atom 1 (C): 0.0047, atom 2 (C): 0.6575, atom 3 (C): 0.4705, atom 4 (C): -1.1055, atom 5 (C): -1.1929


Entry 3:
The following is a quantum chemistry calculation of a cluster of 9 separate species, C21H51Br12O12P3 in total in a non-equilibrium geometry, from the Open Molecules 2025 dataset.

The geometry in XYZ format:
```
99
Properties=species:S:1:pos:R:3
C 6.03617 16.75583 21.49654
O 5.48872 16.86744 22.80458
P 4.30293 15.86483 23.13331
O 3.11168 16.11544 22.32993
O 4.95965 14.45551 22.90241
C 4.13582 13.37916 22.39577
O 4.29055 15.96955 24.73447
C 3.81797 17.25514 25.35507
H 5.24687 17.06645 20.82942
H 6.52543 15.77438 21.23447
H 6.91375 17.46241 21.39440
H 4.43512 12.45957 22.91597
H 4.39730 13.26399 21.31998
H 3.09763 13.63299 22.61240
H 2.77856 17.45763 25.02434
H 4.56604 18.04604 25.12978
H 3.83624 17.13567 26.44602
C 1.54198 6.54089 20.16187
O 1.38593 7.91046 19.55766
P 1.74424 8.11385 18.04866
O 3.16562 8.23678 17.64386
O 0.88200 9.39762 17.79415
C 1.20561 10.16049 16.63944
O 0.94914 6.97266 17.29975
C 1.61091 6.12289 16.33252
H 0.52190 6.10333 20.12171
H 1.82799 6.69028 21.21056
H 2.25936 5.95524 19.61981
H 1.22656 11.18392 16.97794
H 0.40809 10.01219 15.95633
H 2.21215 9.83585 16.31914
H 0.74655 5.85105 15.72175
H 1.95200 5.18508 16.77786
H 2.47524 6.58251 15.85099
C 9.92416 4.35926 24.18555
O 10.57302 5.71020 24.23096
P 10.20024 6.87313 23.17800
O 9.87823 6.43594 21.81939
O 11.41067 7.84875 23.53801
C 12.79159 7.32421 23.32954
O 8.96191 7.68610 23.76129
C 8.80714 7.73411 25.15241
H 10.07859 3.95562 23.18891
H 8.84013 4.44331 24.37420
H 10.36865 3.86047 25.04034
H 12.83497 6.93755 22.29221
H 12.94104 6.49857 24.05564
H 13.43925 8.14763 23.56633
H 7.92165 8.36240 25.32237
H 9.68781 8.03786 25.76023
H 8.55815 6.71357 25.47147
Br 10.31272 12.31459 24.50172
C 8.71243 12.90503 23.57134
C 7.85149 11.70243 23.20832
Br 6.71159 11.27748 24.81795
H 9.14567 13.38771 22.67025
H 8.14150 13.65246 24.10791
H 8.36534 10.82302 22.86112
H 7.12614 11.98485 22.42859
Br 5.29115 11.58780 17.11335
C 5.06720 10.45108 18.67550
C 6.33490 10.69537 19.43200
Br 6.38678 9.43310 20.97865
H 4.93277 9.46414 18.21185
H 4.16190 10.76520 19.20593
H 6.43040 11.68506 19.85272
H 7.18696 10.48454 18.78518
Br 9.87634 12.38281 19.69573
C 11.65180 12.32832 18.84547
C 12.77822 12.00448 19.73298
Br 12.83803 10.11550 20.36687
H 11.74228 13.36393 18.52438
H 11.61760 11.67243 17.99616
H 12.72620 12.52725 20.68789
H 13.69707 12.15868 19.13510
Br 8.19084 3.70552 20.40051
C 7.88025 5.63851 20.24373
C 6.66209 5.89045 19.39954
Br 6.87126 5.15449 17.63844
H 8.87175 6.04858 19.94398
H 7.66800 6.04136 21.22160
H 6.57568 6.92460 19.29425
H 5.76475 5.39753 19.79272
Br 6.65408 8.20658 15.02985
C 8.60795 7.98008 15.35341
C 9.05267 9.34384 15.71252
Br 10.99043 9.35337 16.14709
H 8.82823 7.79582 14.31946
H 8.78755 7.18848 16.03421
H 8.50287 9.70270 16.55759
H 8.80348 10.01011 14.90109
Br -1.07742 10.87405 22.67938
C 0.72064 10.84143 21.97776
C 1.50582 10.00387 22.90764
Br 3.25643 9.77039 22.10426
H 1.01290 11.85707 21.87217
H 0.53363 10.36525 20.97854
H 1.01978 8.99422 22.96275
H 1.76498 10.39650 23.86510
```

Computed properties:
Relative energy (zero: lowest compared OMol25 entry of this formula, charge and spin) ... 83.8 kJ/mol
E_HOMO ... -9.40 eV
LUMO ... 0.289 eV
Charge ... 0

Results of the Mulliken charge analysis, in e, for atoms 1 through 5: atom 1 (C): -0.5621, atom 2 (O): -0.3218, atom 3 (P): 0.5740, atom 4 (O): -0.6698, atom 5 (O): 0.1696


Entry 4:
The following is a quantum chemistry calculation of the molecule C2H3N3S in a non-equilibrium geometry, from the Open Molecules 2025 dataset.

The geometry in XYZ format:
```
9
Properties=species:S:1:pos:R:3
C 1.06233 -0.30164 1.10847
C -1.13267 -0.23702 -0.49132
N 1.82237 1.41731 -0.78289
N -0.39183 0.86627 -0.86156
N 0.80571 1.00614 -0.70850
S -0.29171 -1.20175 1.06972
H 1.47140 -0.47076 2.12369
H -2.28394 -0.12951 -0.18125
H -1.06165 -0.94904 -1.27636
```

Computed properties:
Relative energy (zero: lowest compared OMol25 entry of this formula, charge and spin) ... 562.3 kJ/mol
E_HOMO ... -8.50 eV
LUMO ... -0.404 eV
Charge ... 0

Results of the Mulliken charge analysis, in e, for atoms 1 through 5: atom 1 (C): -0.3143, atom 2 (C): -0.3612, atom 3 (N): -0.4278, atom 4 (N): -0.6683, atom 5 (N): 0.8846


Entry 5:
The following is a quantum chemistry calculation of the ion C8H9BrN3S with charge +1 in a non-equilibrium geometry, from the Open Molecules 2025 dataset.

The geometry in XYZ format:
```
22
Properties=species:S:1:pos:R:3
C 1.84922 -2.13604 0.03199
C 0.49607 -0.31210 0.35592
C 2.31053 0.11882 0.02191
C 4.13279 -1.19396 -0.15424
C 4.67785 0.03960 -0.06971
C -0.35697 1.73762 -0.67498
C -1.05887 1.76294 0.71810
C -0.72277 0.43978 -0.04224
N 0.62286 -1.60573 0.23378
N 2.76084 -1.13482 -0.07554
N -1.71566 -0.47646 -0.47092
S 3.47667 1.37481 0.21727
Br 6.42690 0.46238 0.07169
H 2.06868 -3.23322 -0.01865
H 4.69622 -2.10233 -0.31161
H -1.18689 2.14124 -1.39908
H 0.65153 1.97597 -0.80822
H -0.62637 1.95065 1.69573
H -2.00556 2.09679 0.55604
H -1.80511 -0.73876 -1.48204
H -2.42466 -0.75268 0.10381
H -0.34345 -2.14414 0.27025
```

Computed properties:
Relative energy (zero: lowest compared OMol25 entry of this formula, charge and spin) ... 176.4 kJ/mol
E_HOMO (spin up / spin down) ... -11.55 / -11.55 eV
LUMO (spin up / spin down) ... -3.313 / -3.313 eV
Charge ... +1

Results of the Mulliken charge analysis, in e, for atoms 1 through 5: atom 1 (C): -0.3626, atom 2 (C): -0.3432, atom 3 (C): 0.2952, atom 4 (C): -0.3251, atom 5 (C): -0.0292